1.
C29H50Cl2F3NO5PS | the ωB97M-V functional and the def2-TZVPD basis

The geometry in XYZ format:
```
92
Properties=species:S:1:pos:R:3:forces:R:3
C 3.883 -3.070 6.516 0.0187 0.2576 -0.1096
C 3.456 -4.015 5.421 0.3111 -0.1455 0.8289
O 3.304 -3.288 4.188 -0.2353 0.2737 -0.1139
P 2.234 -3.884 3.183 0.6553 -0.7868 -0.2838
O 2.324 -5.334 2.980 -0.3139 -0.0026 0.0045
C 2.536 -2.937 1.678 -0.4711 0.9362 0.2763
C 1.274 -2.254 1.126 0.2510 -0.5000 -0.3942
C 1.632 -1.285 -0.009 -0.2134 -0.0656 0.5769
C 0.696 -0.082 -0.233 -0.0718 -0.2218 -0.2710
C -0.802 -0.445 -0.102 -0.0780 0.1209 -0.4711
C -1.342 -1.146 -1.331 -0.1149 -0.4012 -0.2924
C -0.985 -2.452 -1.684 -0.4776 0.2893 -0.5398
C -1.491 -3.012 -2.862 -0.1024 0.3660 0.0464
C -2.349 -2.292 -3.697 0.1780 0.3866 0.5905
C -2.725 -0.992 -3.350 0.3165 -0.3786 0.2987
C -3.619 -0.163 -4.218 0.2232 0.6030 0.2571
C -2.215 -0.453 -2.167 0.1518 -0.2140 -0.0820
O 0.911 0.298 -1.612 0.5527 0.0718 0.3756
C 1.327 1.622 -1.839 -0.3922 -0.0594 -0.1361
C 0.372 2.544 -1.122 0.0861 0.3887 -0.4378
C 0.298 3.964 -1.677 0.1431 0.1162 -0.3773
C -0.987 4.223 -2.455 -0.3208 -0.4244 0.1527
C -2.275 4.401 -1.611 -0.2020 0.0318 0.0337
C -3.198 3.182 -1.641 0.2977 0.1644 0.4390
C -2.045 4.811 -0.157 0.3046 0.1537 -0.3198
N 0.733 2.456 0.339 0.0893 -0.1129 -0.0411
S 2.084 3.548 0.785 0.0888 0.0371 0.1212
C 1.165 1.027 0.743 -0.5149 -0.0206 -0.0162
C 0.748 0.841 2.199 0.2114 -0.2214 0.2617
C 1.861 0.355 3.132 -0.2114 0.2342 0.5145
O 3.070 1.015 2.856 0.0331 -0.1997 -0.2191
C 1.444 0.687 4.579 0.6017 0.3503 -0.3776
F 0.167 0.411 4.813 -0.6185 -0.3344 0.0308
F 1.617 1.993 4.823 -0.0669 0.2666 -0.0057
F 2.189 0.016 5.446 0.2593 -0.2965 0.2983
O 0.855 -3.376 3.803 -0.0122 -0.0031 -0.2318
C -0.326 -4.141 3.477 -0.6705 0.0892 0.4507
C -1.468 -3.669 4.358 0.0424 -0.0999 -0.5700
H 4.295 -3.630 7.349 -0.0138 -0.1171 0.1510
H 4.661 -2.401 6.155 0.1098 0.0349 -0.0430
H 3.056 -2.466 6.877 -0.1005 0.0837 0.0076
H 4.201 -4.794 5.304 0.1353 -0.0494 -0.3824
H 2.535 -4.517 5.708 -0.2572 0.0097 -0.1726
H 3.264 -2.160 1.918 0.2202 -0.0873 0.0057
H 2.962 -3.581 0.919 0.2039 -0.2545 0.0025
H 0.645 -3.046 0.732 -0.2898 0.0021 -0.0271
H 0.703 -1.799 1.926 0.0001 0.1471 0.1145
H 2.639 -0.912 0.182 0.1334 0.1504 -0.1601
H 1.681 -1.834 -0.942 -0.0201 -0.0146 -0.2491
H -1.014 -1.029 0.787 0.1422 -0.1131 0.1530
H -1.386 0.473 -0.014 -0.0260 0.1772 0.2054
H -0.315 -3.033 -1.074 0.0745 -0.1133 0.1082
H -1.204 -4.013 -3.145 0.0379 -0.1044 0.0332
H -2.727 -2.708 -4.618 0.0379 -0.2010 -0.0767
H -3.438 -0.344 -5.267 -0.1730 -0.3034 -0.2465
H -4.672 -0.265 -3.973 -0.1504 -0.2558 -0.0687
H -3.371 0.886 -4.059 -0.0469 0.1386 -0.0136
H -2.492 0.558 -1.899 -0.0544 0.0536 -0.0184
H 1.249 1.805 -2.906 -0.0219 -0.0940 -0.1734
H 2.368 1.807 -1.552 0.1409 0.0141 0.0535
H -0.601 2.077 -1.240 -0.2199 -0.0741 0.3338
H 1.135 4.090 -2.363 0.1768 0.0914 -0.0048
H 0.428 4.732 -0.923 0.0488 -0.0562 0.2118
H -0.856 5.085 -3.099 0.1605 0.2291 0.0203
H -1.149 3.385 -3.136 0.0209 -0.0396 -0.1319
H -2.836 5.215 -2.064 0.0088 0.1327 -0.1561
H -2.829 2.427 -0.943 0.0493 -0.2050 -0.0632
H -3.279 2.744 -2.629 -0.1191 -0.0255 -0.1568
H -4.179 3.458 -1.268 -0.2446 -0.0120 -0.1075
H -1.276 5.575 -0.069 0.0274 0.1539 0.0593
H -1.738 3.952 0.448 -0.0540 -0.0744 0.1430
H -2.951 5.224 0.271 -0.1807 -0.0945 0.1672
H -0.086 2.747 0.871 -0.0030 -0.0899 0.1199
H 1.397 4.300 1.658 -0.1366 -0.0141 -0.0457
H 2.244 1.055 0.683 0.1926 0.1361 0.0035
H 0.392 1.780 2.621 0.0208 0.2593 -0.0830
H -0.083 0.154 2.300 -0.1827 -0.0517 -0.1129
H 1.988 -0.723 3.117 -0.0701 -0.1593 -0.1660
H 3.787 0.385 2.969 0.1882 0.0746 0.1175
H -0.144 -5.198 3.631 0.3149 -0.1060 0.0350
H -0.606 -3.997 2.435 0.2054 0.0193 -0.2055
H -1.936 -2.783 3.939 0.0510 0.2879 0.1452
H -2.230 -4.444 4.350 -0.1247 -0.0991 0.2114
H -1.129 -3.477 5.368 -0.0166 -0.0360 0.1952
Cl -1.177 2.551 -5.852 0.0168 0.0119 0.0658
C -1.043 1.922 -7.520 0.0286 0.0305 -0.1478
C -1.870 0.681 -7.727 -0.0509 -0.0367 -0.0481
Cl -1.228 -0.706 -6.812 0.0568 -0.0169 -0.0111
H 0.008 1.736 -7.718 0.0119 -0.0222 0.0636
H -1.391 2.711 -8.184 -0.0436 0.0107 0.0347
H -1.856 0.405 -8.780 0.0457 0.0127 -0.0050
H -2.903 0.834 -7.422 0.0115 0.0105 0.0483
```
Forces are in eV/Å.

Output
Lowest unoccupied orbital energy in eV: -3.19
Total charge: +1
Gap between HOMO and LUMO in eV: 7.97

=====

2.
C41H31I2N6O2PSV | the ωB97M-V functional and the def2-TZVPD basis

The geometry in XYZ format:
```
85
Properties=species:S:1:pos:R:3:forces:R:3
V 2.325 -1.061 0.717 0.2108 -0.4181 -0.3666
I -1.596 -0.546 4.227 -0.0045 0.0130 -0.0224
C 0.199 -1.554 4.415 0.0729 0.0408 0.0442
C 0.468 -2.314 5.581 0.0293 -0.0150 0.0177
C 1.658 -2.961 5.749 -0.0343 0.0407 -0.0421
I 1.973 -4.022 7.518 -0.0002 -0.0011 -0.0016
C 2.656 -2.924 4.735 -0.0188 0.0257 0.0035
C 3.914 -3.560 4.780 0.0162 0.0024 -0.0302
C 4.756 -3.466 3.708 -0.0273 0.0111 0.0246
C 4.343 -2.765 2.562 -0.0283 0.0053 -0.0117
N 3.185 -2.150 2.490 -0.0207 -0.0404 -0.0862
C 2.360 -2.195 3.570 -0.0668 -0.0169 -0.0188
C 1.151 -1.478 3.444 -0.0713 -0.0898 0.0028
O 0.980 -0.762 2.287 -0.0082 0.0814 0.0357
H -0.292 -2.360 6.348 -0.0044 -0.0095 0.0209
H 4.197 -4.120 5.661 0.0097 -0.0099 0.0085
H 5.727 -3.938 3.714 0.0092 -0.0149 0.0107
H 4.959 -2.727 1.673 -0.0173 0.0089 0.0191
O 3.623 -1.184 -0.948 -0.2056 -0.0132 -0.0654
N 3.532 -2.390 -0.187 0.0285 0.3096 0.1180
C 2.298 -2.965 -0.339 -0.1006 0.1115 0.2102
C 1.572 -3.048 -1.637 0.0378 -0.0998 -0.0629
C 1.643 -4.280 -2.306 0.0055 0.0361 0.0107
C 0.971 -4.475 -3.492 -0.0017 0.0226 -0.0115
C 0.205 -3.435 -4.014 0.0083 -0.0052 0.0110
C 0.134 -2.230 -3.347 -0.0189 0.0184 -0.0140
C 0.825 -1.996 -2.148 0.0093 0.0526 -0.0183
P 0.556 -0.375 -1.088 0.1182 -0.1216 0.3036
C -1.218 -0.889 -1.028 0.0210 0.0658 -0.0800
C -1.545 -1.991 -0.246 0.0035 -0.0580 0.0106
C -2.846 -2.472 -0.218 0.0379 0.0080 0.0070
C -3.824 -1.879 -1.003 -0.0106 0.0124 -0.0130
C -3.500 -0.780 -1.787 -0.0353 -0.0161 0.0297
C -2.211 -0.269 -1.775 0.0573 -0.0115 -0.0234
C 1.561 0.660 -2.258 -0.0469 -0.0597 -0.0709
C 2.505 1.500 -1.659 -0.0448 -0.0498 0.0382
C 3.361 2.278 -2.417 -0.0026 0.0143 -0.0229
C 3.276 2.254 -3.803 -0.0052 -0.0056 0.0319
C 2.344 1.431 -4.413 -0.0340 -0.0121 0.0104
C 1.503 0.632 -3.648 0.0351 -0.0046 -0.0336
H 3.051 -1.253 -1.747 0.1168 0.0237 0.0372
H 2.259 -3.870 0.264 0.0099 0.0211 0.0008
H 2.227 -5.084 -1.873 0.0099 -0.0179 0.0066
H 1.024 -5.429 -4.001 -0.0006 -0.0086 -0.0040
H -0.357 -3.579 -4.928 -0.0089 -0.0106 -0.0213
H -0.527 -1.466 -3.741 -0.0189 -0.0293 0.0315
H -0.777 -2.475 0.351 -0.0301 0.0238 -0.0295
H -3.092 -3.316 0.413 -0.0098 -0.0110 0.0110
H -4.836 -2.265 -0.998 -0.0060 -0.0016 0.0026
H -4.258 -0.304 -2.397 -0.0087 -0.0002 -0.0225
H -1.982 0.623 -2.346 0.0119 0.0246 -0.0060
H 2.548 1.557 -0.576 -0.0076 0.0291 -0.0443
H 4.083 2.915 -1.925 0.0166 0.0213 0.0105
H 3.932 2.873 -4.400 0.0161 0.0109 -0.0139
H 2.266 1.403 -5.492 0.0045 0.0054 -0.0180
H 0.798 -0.005 -4.160 0.0090 0.0151 0.0185
S 1.974 0.717 2.214 -0.0068 0.0129 0.0287
C -1.345 1.869 1.549 0.0567 0.0026 0.0712
N -1.711 2.507 2.541 -0.0170 0.0432 0.0185
N -3.055 2.796 2.809 0.0770 0.1561 0.1690
C -4.055 2.760 1.827 -0.1365 0.0649 -0.0059
C -4.197 1.699 0.937 0.0018 -0.0760 -0.0478
C -5.275 1.681 0.063 0.0156 0.0064 -0.0038
C -6.220 2.694 0.061 0.0099 0.0023 0.0076
C -6.077 3.750 0.950 -0.0094 -0.0116 -0.0137
C -5.002 3.786 1.818 0.0082 0.0040 -0.0026
N -0.725 1.099 0.831 0.0579 -0.0881 0.0110
N -0.134 1.343 -0.374 0.0000 -0.0134 -0.1287
C 0.003 2.686 -0.758 0.0751 -0.0046 0.0422
C -0.225 3.067 -2.081 -0.0766 0.0334 -0.0584
C -0.027 4.376 -2.489 0.0030 -0.0167 0.0231
C 0.379 5.343 -1.580 0.0106 0.0058 0.0036
C 0.589 4.979 -0.257 -0.0067 -0.0118 -0.0065
C 0.411 3.667 0.153 0.0043 0.0119 0.0157
H -3.070 3.653 3.345 -0.0114 -0.1285 -0.0619
H -3.494 0.876 0.928 -0.0190 0.0177 0.0174
H -5.375 0.844 -0.614 -0.0171 -0.0179 -0.0264
H -7.058 2.661 -0.623 -0.0128 0.0003 -0.0108
H -6.799 4.557 0.963 -0.0086 0.0062 -0.0044
H -4.888 4.619 2.503 0.0070 0.0156 0.0155
H -0.549 2.325 -2.800 -0.0111 0.0292 0.0445
H -0.204 4.642 -3.522 -0.0050 0.0126 -0.0372
H 0.525 6.367 -1.897 0.0025 0.0205 -0.0076
H 0.908 5.719 0.465 0.0066 0.0274 0.0128
H 0.611 3.393 1.180 -0.0045 -0.0082 0.0028
```
Forces are in eV/Å.

Output
Lowest unoccupied orbital energy (alpha / beta) in eV: -0.99 / -1.04
Total charge: 0
Multiplicity: 2
Energy relative to the best compared isomer or geometry (same formula, charge and spin) in eV: 4.679
Expectation value of S²: 0.896
Gap between HOMO and LUMO (alpha / beta) in eV: 5.75 / 5.68

=====

3.
C5H8N2O | the ωB97M-V functional and the def2-TZVPD basis

The geometry in XYZ format:
```
16
Properties=species:S:1:pos:R:3:forces:R:3
C 1.815 -0.416 -0.228 -0.9482 0.8294 0.3356
C -1.290 0.669 0.561 -0.1569 -0.9223 0.4583
C -0.929 -0.738 1.049 -0.8836 -2.5595 1.4317
C -0.642 -0.928 -0.404 0.1835 -0.6980 -1.7034
C -1.892 0.025 -0.753 0.1831 -1.7873 2.6415
H 1.993 -1.452 -0.417 -0.3855 -1.2901 -0.5141
H -0.477 1.931 -0.640 2.4506 -1.9151 1.2072
H -1.762 1.341 1.209 -1.0480 1.0254 0.7129
H -0.041 -1.131 1.746 -2.1434 1.5395 -1.1551
H -1.914 -1.268 1.220 1.2003 0.4105 0.5651
H -0.486 -1.940 -0.851 0.0344 0.9785 0.2071
H -1.924 0.628 -1.581 0.8758 1.6223 -2.1840
H -2.939 -0.366 -0.775 1.0752 -0.4650 0.9149
N 0.526 -0.003 -0.483 -0.9008 0.7483 -1.5827
N -0.036 1.225 0.108 -0.2742 1.4507 -1.6259
O 2.718 0.254 0.170 0.7378 1.0327 0.2908
```
Forces are in eV/Å.

Output
Lowest unoccupied orbital energy in eV: 0.76
Total charge: 0
Energy relative to the best compared isomer or geometry (same formula, charge and spin) in eV: 3.888
Gap between HOMO and LUMO in eV: 9.89

=====

4.
C3H7CrFO2 | the ωB97M-V functional and the def2-TZVPD basis

The geometry in XYZ format:
```
14
Properties=species:S:1:pos:R:3:forces:R:3
Cr 1.995 0.638 -0.158 -0.9026 2.1230 1.4906
O 1.897 -1.057 0.741 0.4212 0.7571 -0.9257
C 0.605 -1.349 1.144 -0.7590 -0.1791 0.4897
C -0.419 -0.879 0.118 -0.3072 -0.7038 -0.0116
O -0.103 0.477 -0.193 0.6402 0.0655 0.1101
C -1.017 1.114 -1.065 -0.3137 0.4644 -0.4254
H 0.358 -0.861 2.113 0.1296 -0.1386 -0.3055
H 0.439 -2.435 1.293 0.2010 0.3232 -0.0759
H -1.447 -0.937 0.511 0.2588 0.0455 -0.0897
H -0.357 -1.477 -0.809 -0.0021 0.1333 0.2126
H -0.673 2.148 -1.202 -0.0689 -0.3615 0.1010
H -1.051 0.591 -2.034 0.0000 0.1280 0.2316
H -2.023 1.113 -0.619 0.3092 -0.0099 -0.0743
F 1.797 2.913 0.159 0.3934 -2.6471 -0.7275
```
Forces are in eV/Å.

Output
Lowest unoccupied orbital energy (alpha / beta) in eV: -0.77 / -0.73
Total charge: 0
Multiplicity: 5
Energy relative to the best compared isomer or geometry (same formula, charge and spin) in eV: 0.000
Expectation value of S²: 6.015
Gap between HOMO and LUMO (alpha / beta) in eV: 8.25 / 9.26